# C5H9N

One molecule with the formula C5H9N at a distorted geometry (ωB97M-V with the def2-TZVPD basis set, the OMol25 dataset).

Results
* structure (SMILES): C=CC/C=C/N
* ΔE to the lowest compared entry with this formula, charge and spin: 2.4219 eV
* molar mass: 83.13 g/mol
* HOMO-LUMO gap: 0.332 Ha
* HOMO: -7.7678 eV

```
15
C5H9N (ωB97M-V with the def2-TZVPD basis set)
C 1.551 -1.086 -1.777
C 1.073 -0.044 -1.147
C 1.087 -0.207 0.328
C -0.161 0.629 0.858
C -1.414 0.166 0.676
N -2.529 0.816 1.193
H 1.833 -1.183 -2.798
H 1.715 -2.023 -1.285
H 1.087 0.982 -1.605
H 0.952 -1.127 0.650
H 1.994 0.252 0.801
H 0.201 1.441 1.361
H -1.653 -0.787 0.200
H -3.371 0.632 0.685
H -2.365 1.539 1.859
```

---

# C6H5N4

C6H5N4 as an isolated structure at a distorted geometry (ωB97M-V with the def2-TZVPD basis set, the OMol25 dataset).

Results
* net charge: +1
* <S²>: 2.02
* ΔE to the lowest compared entry with this formula, charge and spin: 0.0000 eV
* molar mass: 133.13 g/mol
* HOMO-LUMO gap (spin up / spin down): 0.232 / 0.225 Ha
* 2S+1: 3
* HOMO (spin up / spin down): -11.3041 / -15.5945 eV

```
15
C6H5N4 (ωB97M-V with the def2-TZVPD basis set)
C -1.238 -1.149 -2.131
C 0.778 -1.927 -0.987
C 0.353 1.181 1.778
C -0.267 0.005 1.472
C 0.366 1.130 -0.354
C -0.598 -1.547 -0.899
N -1.683 -0.876 -3.147
N 1.874 -2.195 -0.886
N 0.703 1.930 0.690
N -0.305 0.059 0.091
H 0.357 1.755 2.758
H -0.979 -0.565 2.135
H 0.576 1.361 -1.307
H -1.140 -1.965 -0.012
H 1.202 2.804 0.799
```